Entry 1:
2 unconnected molecules or ions with the total composition C8H10N2 in a non-equilibrium geometry, computed with ωB97M-V/def2-TZVPD.

Summary:
Multiplicity: 1
HOMO (eV): -8.203
Structure (SMILES): c1cc[nH]c1.c1cc[nH]c1
LUMO (eV): 0.848

Atoms and positions in Å:
C -3.1096 0.5897 0.5666
C -3.4274 -0.0047 1.8703
C -2.2497 -0.4117 2.4731
N -1.2345 0.0201 1.6491
C -1.7620 0.5049 0.4230
H -3.8883 0.9517 -0.1046
H -4.3855 -0.1549 2.3679
H -1.9753 -0.9597 3.3745
H -0.2477 -0.0424 1.9116
H -1.0763 0.6880 -0.4043
C 2.4216 -1.0338 -0.6477
C 1.2156 -0.5565 -1.3012
C 1.6221 0.5531 -2.0013
N 2.9359 0.7090 -1.8767
C 3.4443 -0.2901 -1.1172
H 2.4894 -1.8878 0.0262
H 0.1952 -0.9372 -1.2559
H 0.9452 1.0866 -2.6686
H 3.5627 1.3984 -2.2991
H 4.5242 -0.2225 -0.9855

Atoms 1-6, force components in eV/Å:
-1.108 -0.929 1.459
0.318 -0.315 0.229
0.106 1.193 -0.932
0.205 -0.574 -1.152
1.299 0.036 1.373
0.616 -0.152 0.000


Entry 2:
C17H25N3O3 in the gas phase, computed with ωB97M-V/def2-TZVPD.

Summary:
Multiplicity: 1
HOMO (eV): -9.125
Structure (SMILES): CCOC(=O)N1CCC(NCCNC(=O)c2ccccc2)CC1
LUMO (eV): 0.687

Atoms and positions in Å:
C -5.6655 -2.5124 -1.9240
C -6.3093 -1.3470 -1.1860
O -5.3438 -0.3759 -0.7895
C -4.6733 -0.6482 0.3565
O -4.8819 -1.6142 1.0539
N -3.7607 0.3087 0.6277
C -3.5355 1.4352 -0.2563
C -2.2296 2.1379 0.1001
C -1.1064 1.1036 0.2862
N 0.2006 1.6807 0.5406
C 0.8436 2.3469 -0.5783
C 2.3048 2.6158 -0.2151
N 2.9706 1.3800 0.1123
C 4.0714 0.9506 -0.5498
O 4.6383 1.6279 -1.3874
C 4.5505 -0.4103 -0.1651
C 4.3410 -0.9597 1.0961
C 4.8284 -2.2202 1.3925
C 5.5228 -2.9438 0.4369
C 5.7448 -2.3976 -0.8166
C 5.2672 -1.1350 -1.1128
C -1.4588 0.1445 1.4424
C -2.9426 0.2180 1.8135
H -4.9904 -3.0412 -1.2558
H -5.1051 -2.1523 -2.7839
H -6.4355 -3.1993 -2.2633
H -6.8344 -1.7103 -0.2967
H -7.0026 -0.8049 -1.8330
H -4.3776 2.1362 -0.1920
H -3.4904 1.0657 -1.2857
H -2.3429 2.7212 1.0162
H -1.9735 2.8269 -0.7062
H -1.0209 0.5303 -0.6444
H 0.1485 2.3142 1.3337
H 0.8050 1.6703 -1.4364
H 0.3650 3.2964 -0.8663
H 2.8406 3.0658 -1.0537
H 2.3520 3.2970 0.6435
H 2.4269 0.7442 0.6753
H 3.8240 -0.3976 1.8605
H 4.6685 -2.6395 2.3752
H 5.8975 -3.9289 0.6732
H 6.2947 -2.9552 -1.5603
H 5.4402 -0.6857 -2.0792
H -1.2028 -0.8748 1.1562
H -0.8609 0.4016 2.3177
H -3.1379 1.0865 2.4524
H -3.2505 -0.6802 2.3508

Atoms 1-6, force components in eV/Å:
-0.008 0.364 0.231
-0.268 -0.471 -0.040
0.270 0.193 0.106
-0.094 0.118 -0.038
-0.189 -0.408 0.085
0.104 0.035 -0.142


Entry 3:
20 unconnected molecules or ions with the total composition C11H62NO19 in a non-equilibrium geometry, computed with ωB97M-V/def2-TZVPD.

Summary:
Multiplicity: 1
HOMO (eV): -12.050
Net charge: +1
LUMO (eV): -2.874

Atoms and positions in Å:
C -2.9900 -0.4476 -3.6929
C -1.5354 -0.0515 -3.2698
C -1.4159 0.0453 -1.7004
C -0.0733 0.7331 -1.2632
N 0.2210 0.7604 0.2498
C -0.8486 1.5371 1.0806
C -0.1696 2.2334 2.2960
C 1.3723 2.0416 1.9577
C 1.5166 1.4580 0.5786
C 0.1954 -0.5913 0.7249
C 1.0945 -1.6147 -0.0943
C 1.3340 -2.9156 0.6945
H -2.9159 -1.4763 -3.5781
H -2.8476 -0.2935 -4.7729
H -3.8666 0.0261 -3.3422
H -1.5847 0.9042 -3.4948
H -0.7220 -0.5862 -3.8083
H -1.4700 -0.8712 -1.2568
H -2.2993 0.5947 -1.0932
H -0.0427 1.8070 -1.5230
H 0.7884 0.4125 -1.9320
H -1.6827 0.9960 1.5876
H -1.3718 2.2296 0.4220
H -0.5894 1.9852 3.3498
H -0.2273 3.3658 2.2739
H 1.7940 1.5771 2.7523
H 1.7911 2.8769 1.9078
H 2.4613 1.0387 0.3567
H 1.5711 2.2180 -0.2147
H -0.7139 -1.1067 0.7741
H 0.5108 -0.5812 1.6824
H 2.0878 -1.2023 -0.3031
H 0.6287 -1.7683 -1.0492
H 2.2067 -2.7398 1.3332
H 1.6640 -3.6651 0.0602
H 0.5020 -3.3166 1.1264
O -5.3178 0.6950 -6.0738
H -6.1442 0.4279 -6.5494
H -4.5366 0.2420 -6.1310
O -6.4365 1.0283 -3.6009
H -5.8666 0.8490 -4.4238
H -7.3104 1.4456 -3.8214
O 2.4772 -0.7878 3.9351
H 3.4047 -0.7207 3.9949
H 2.1073 -0.0507 4.5846
O 0.4014 3.4970 5.0008
H 1.0271 2.6083 5.0465
H 0.0397 3.7411 5.8022
O 4.4387 -3.9560 3.1141
H 4.5375 -3.3440 2.4763
H 4.5120 -3.3657 3.9101
O 0.2830 -3.0197 4.0795
H -0.4519 -2.3617 4.1065
H 1.1882 -2.4615 3.7271
O -2.1426 -1.6092 3.0822
H -2.5561 -1.9134 4.0184
H -2.6640 -2.0899 2.4886
O 4.6233 1.8771 3.4796
H 5.3498 2.3094 3.7122
H 4.5355 1.4890 4.4164
O 4.8793 1.7541 -0.3977
H 5.3480 1.6106 0.4855
H 4.9416 2.6800 -0.4383
O -2.2479 5.8449 2.9551
H -1.7676 6.3505 3.6331
H -1.4497 5.6637 2.4523
O 1.3673 -2.4958 -5.4094
H 0.8980 -2.7843 -4.7545
H 1.9998 -2.0638 -4.7844
O 4.1347 -3.2047 0.4176
H 3.7849 -3.3257 -0.2948
H 4.7151 -4.0152 0.6148
O 0.3716 4.3384 -1.0694
H 1.1652 4.0500 -1.7742
H 0.9267 4.9897 -0.4768
O 3.8375 -4.0086 -2.0868
H 3.1103 -4.6139 -2.0395
H 4.5647 -4.3464 -2.7248
O -5.2701 -3.2191 -3.8164
H -6.1289 -2.6421 -3.8426
H -5.3313 -3.5911 -3.0019
O 0.8201 5.4812 2.4705
H 1.1636 5.7666 3.4218
H 1.6105 5.4613 1.9271
O 1.8514 -5.9745 3.2613
H 1.6165 -6.5953 2.4683
H 1.4716 -5.0845 3.0340
O -4.2124 -2.1012 -6.2711
H -3.6026 -2.7040 -6.7174
H -4.3309 -2.5061 -5.4482
O -3.6108 3.4561 -0.4531
H -2.9656 3.9818 -1.0544
H -3.5325 3.7054 0.5197

Atoms 1-6, force components in eV/Å:
3.532 -0.298 -2.066
-1.758 -1.795 3.334
-0.068 3.008 0.724
-0.001 1.505 -1.335
-1.327 -0.336 -0.679
-1.214 1.115 1.130


For reference, ΔE to the lowest compared entry with this formula, charge and spin by record: 13.3; 33.0; 63.8 kcal per mole.
For reference, E_tot by record: -420.3085; -1052.8270; -1940.0180 hartree.